(1)
The following is a DFT calculation (ωB97M-V/def2-TZVPD) of 7 unconnected molecules or ions with the total composition C27H49ClN7P.

The geometry in XYZ format:
```
85
Properties=species:S:1:pos:R:3:forces:R:3
H -3.500 -0.705 -1.574 -0.12 -0.09 -0.08
N -4.315 -0.118 -1.375 0.03 0.05 0.18
C -4.052 0.617 -0.376 0.04 -0.06 -0.03
C -2.720 0.631 0.339 -0.23 0.30 -0.07
P -1.454 1.346 -0.808 0.04 -0.12 0.04
C 0.046 1.263 0.231 0.06 0.07 -0.07
Cl -1.975 3.357 -0.542 -0.06 0.05 0.05
H -4.818 1.308 -0.022 0.06 -0.03 -0.02
H -2.768 1.245 1.243 0.08 -0.19 0.01
H -2.413 -0.388 0.595 0.04 0.06 -0.06
H 0.604 0.379 -0.098 -0.06 0.04 0.14
H -0.156 1.215 1.303 0.01 0.00 -0.07
H 0.671 2.135 0.022 -0.04 -0.15 0.03
C -8.244 -3.295 1.561 -0.02 0.01 -0.02
C -8.085 -2.654 0.188 -0.03 -0.04 0.06
C -6.779 -1.866 0.042 -0.09 0.00 0.00
C -6.698 -0.765 1.004 0.04 0.10 0.08
N -6.649 0.097 1.762 -0.02 -0.11 -0.08
H -8.277 -2.539 2.347 0.02 0.01 0.00
H -9.167 -3.872 1.614 0.01 -0.01 0.00
H -7.413 -3.970 1.776 0.00 0.00 0.00
H -8.928 -1.989 -0.011 0.01 0.01 -0.02
H -8.100 -3.425 -0.585 0.02 0.03 -0.03
H -6.677 -1.437 -0.955 0.05 0.00 0.00
H -5.916 -2.516 0.201 0.01 0.01 -0.01
C 0.011 -1.339 -4.958 -0.12 0.09 -0.06
C -1.402 -1.502 -5.503 0.14 -0.07 -0.01
C -2.480 -1.184 -4.460 -0.02 -0.07 -0.08
C -2.387 -2.067 -3.297 0.12 0.02 0.16
N -2.276 -2.731 -2.365 -0.06 0.04 -0.11
H 0.199 -2.030 -4.135 -0.01 0.01 0.03
H 0.748 -1.540 -5.735 0.01 0.00 -0.01
H 0.181 -0.326 -4.586 -0.05 -0.23 -0.08
H -1.548 -2.520 -5.869 -0.05 0.00 -0.02
H -1.553 -0.834 -6.353 -0.05 0.01 0.01
H -3.480 -1.291 -4.884 -0.02 0.03 0.02
H -2.380 -0.157 -4.102 0.00 0.00 0.04
C 1.278 4.141 -5.429 -0.03 0.00 0.01
C 0.268 4.170 -4.289 0.03 0.00 -0.09
C 0.804 3.541 -2.998 0.04 0.01 -0.12
C 1.159 2.134 -3.188 0.03 -0.10 0.10
N 1.427 1.027 -3.345 0.14 0.32 0.13
H 1.542 3.117 -5.698 0.01 -0.01 0.02
H 0.872 4.624 -6.318 0.01 0.00 0.00
H 2.196 4.664 -5.153 0.00 0.00 0.00
H -0.644 3.649 -4.586 -0.01 0.01 0.03
H -0.014 5.201 -4.068 -0.01 -0.02 0.05
H 0.058 3.601 -2.206 0.04 0.00 0.03
H 1.697 4.065 -2.650 -0.01 -0.01 0.03
C 3.115 -2.444 1.553 0.01 0.01 -0.03
C 3.847 -1.108 1.551 -0.07 -0.05 -0.04
C 3.886 -0.450 2.936 -0.04 -0.03 -0.17
C 2.539 -0.190 3.447 -0.12 -0.02 0.12
N 1.471 -0.025 3.837 0.10 0.00 -0.08
H 2.069 -2.319 1.835 0.01 0.01 0.02
H 3.140 -2.900 0.563 0.00 -0.01 0.01
H 3.574 -3.142 2.257 0.00 0.00 0.00
H 3.372 -0.432 0.836 0.03 0.05 0.02
H 4.877 -1.254 1.218 0.02 0.04 0.03
H 4.428 0.495 2.908 0.00 0.01 0.04
H 4.388 -1.093 3.660 0.02 0.04 0.03
C 0.894 -0.380 7.438 0.02 0.00 0.01
C 1.356 -1.827 7.552 -0.08 0.06 -0.02
C 2.831 -1.953 7.957 -0.07 0.06 -0.02
C 3.706 -1.316 6.971 0.06 -0.04 -0.17
N 4.354 -0.835 6.154 0.01 -0.03 0.14
H 1.442 0.148 6.657 -0.01 -0.02 0.00
H -0.163 -0.336 7.180 0.00 0.01 0.00
H 1.035 0.153 8.381 0.00 -0.01 0.01
H 1.202 -2.338 6.600 0.02 -0.01 0.00
H 0.758 -2.354 8.298 0.04 -0.03 0.01
H 3.125 -3.000 8.041 0.02 0.01 0.02
H 3.007 -1.479 8.925 0.00 0.00 0.00
C 4.680 0.449 -2.196 0.01 -0.01 0.03
C 5.421 1.780 -2.177 -0.01 -0.11 -0.04
C 5.414 2.432 -0.788 -0.04 -0.04 -0.06
C 4.041 2.718 -0.364 -0.10 0.12 -0.04
N 2.947 2.961 -0.111 0.16 -0.02 0.00
H 3.628 0.575 -1.940 0.00 0.00 -0.01
H 4.718 -0.004 -3.186 0.00 0.00 0.00
H 5.125 -0.251 -1.485 0.01 -0.01 -0.01
H 4.972 2.470 -2.895 -0.01 0.00 0.00
H 6.458 1.632 -2.484 0.02 0.06 0.05
H 5.967 3.372 -0.789 0.01 0.00 0.02
H 5.880 1.775 -0.052 -0.02 0.00 0.01
```
Forces are in eV/Å.

Summary:
Energy relative to the best compared isomer or geometry (same formula, charge and spin), kcal/mol: 0.00
Multiplicity: 1

(2)
The following is a DFT calculation (ωB97M-V/def2-TZVPD) of C15H26N2O5 in the gas phase.

The geometry in XYZ format:
```
48
Properties=species:S:1:pos:R:3:forces:R:3
C -2.619 4.231 -4.475 -0.22 -0.04 0.35
C -3.650 4.612 -3.423 0.26 0.38 -0.27
O -3.849 3.553 -2.482 -0.25 -0.20 -0.16
C -2.987 3.464 -1.467 -0.22 -0.28 0.32
O -2.088 4.241 -1.279 0.14 0.18 -0.04
C -3.311 2.244 -0.621 -0.08 0.01 0.07
C -2.665 1.006 -1.268 0.14 0.13 -0.09
C -1.144 1.043 -1.095 -0.20 -0.28 -0.27
N -0.821 1.108 0.310 -0.01 0.32 0.00
C -0.321 0.115 1.068 0.19 -0.30 -0.24
O -0.188 0.211 2.275 0.00 -0.06 0.34
C 0.094 -1.172 0.350 0.12 -0.17 0.08
N 0.747 -2.044 1.293 -0.22 0.19 0.33
C 1.961 -2.581 1.003 -0.40 -0.04 0.03
O 2.433 -2.604 -0.110 0.31 -0.01 -0.26
O 2.497 -3.108 2.114 -0.06 0.02 0.20
C 3.759 -3.814 2.059 0.59 -0.28 -0.09
C 4.871 -2.873 1.596 -0.31 -0.03 -0.02
C 3.650 -5.029 1.137 -0.15 0.29 0.05
C 3.998 -4.256 3.503 -0.23 0.21 -0.35
C -1.315 2.317 0.940 -0.07 0.21 0.48
C -2.839 2.388 0.829 0.19 0.15 -0.21
H -2.912 3.311 -4.976 -0.02 -0.06 -0.09
H -2.540 5.025 -5.211 0.03 0.08 -0.11
H -1.646 4.087 -4.010 0.09 0.01 0.00
H -4.630 4.779 -3.873 0.10 0.00 0.10
H -3.328 5.508 -2.883 -0.14 -0.11 -0.09
H -4.399 2.124 -0.650 0.12 0.02 -0.02
H -2.922 0.961 -2.327 -0.03 -0.05 -0.03
H -3.059 0.112 -0.780 -0.01 -0.04 -0.03
H -0.690 0.172 -1.562 0.03 0.06 0.01
H -0.743 1.943 -1.575 0.06 -0.12 -0.04
H -0.798 -1.665 -0.059 0.08 0.17 -0.12
H 0.797 -0.973 -0.465 -0.20 0.00 0.03
H 0.541 -1.842 2.265 0.11 -0.03 -0.12
H 4.906 -1.994 2.236 0.05 0.08 0.08
H 4.690 -2.556 0.572 0.06 0.01 -0.02
H 5.828 -3.384 1.644 0.11 -0.06 0.05
H 4.575 -5.596 1.169 0.10 -0.08 0.04
H 2.830 -5.668 1.459 -0.05 -0.10 0.05
H 3.465 -4.707 0.116 0.03 -0.05 -0.04
H 3.187 -4.898 3.834 -0.07 -0.10 0.05
H 4.039 -3.388 4.155 0.04 0.09 0.09
H 4.935 -4.801 3.574 0.11 -0.06 -0.01
H -1.011 2.296 1.987 -0.02 0.05 -0.16
H -0.868 3.182 0.446 -0.01 -0.10 0.08
H -3.181 3.339 1.238 -0.05 0.00 0.06
H -3.278 1.581 1.420 -0.02 0.01 0.02
```
Forces are in eV/Å.

Summary:
Energy relative to the best compared isomer or geometry (same formula, charge and spin), kcal/mol: 0.91
Multiplicity: 1

(3)
The following is a DFT calculation (ωB97M-V/def2-TZVPD) of C5H7FO in the gas phase.

The geometry in XYZ format:
```
14
Properties=species:S:1:pos:R:3:forces:R:3
O -1.535 -1.452 -0.345 0.21 0.13 -0.02
C -0.532 -0.758 0.397 -0.96 -0.04 0.79
C -0.853 0.751 0.576 0.43 0.33 -3.48
C 0.415 1.439 0.032 -2.26 0.37 -0.08
C 1.250 0.578 -0.468 2.84 -0.42 -0.11
C 0.843 -0.817 -0.239 -0.32 -0.66 -1.24
F 1.723 -1.541 0.535 0.58 -0.06 0.58
H -1.633 -1.032 -1.213 0.07 -0.08 0.33
H -0.458 -1.281 1.383 -0.21 0.42 -0.80
H -0.978 1.065 1.537 -0.67 0.56 2.88
H -1.768 1.117 -0.019 1.20 -0.83 0.79
H 0.456 2.503 -0.095 0.22 0.37 0.25
H 2.255 0.784 -0.890 -0.90 0.03 0.13
H 0.815 -1.356 -1.192 -0.22 -0.12 0.01
```
Forces are in eV/Å.

Summary:
Energy relative to the best compared isomer or geometry (same formula, charge and spin), kcal/mol: 8.84
Multiplicity: 1

(4)
The following is a DFT calculation (ωB97M-V/def2-TZVPD) of 3 unconnected molecules or ions with the total composition C17H32N3O2.

The geometry in XYZ format:
```
54
Properties=species:S:1:pos:R:3:forces:R:3
C -0.403 -2.331 2.379 -0.20 0.32 0.19
C -1.157 -1.293 2.748 0.17 -0.40 0.12
C -0.712 0.121 2.672 0.02 0.39 -0.19
O -1.123 0.996 3.383 -0.04 -0.20 0.04
O 0.179 0.325 1.673 0.17 -0.24 0.05
C 0.725 1.673 1.582 -0.02 0.06 -0.07
C -0.077 2.497 0.588 -0.20 -0.11 0.08
C 0.480 2.522 -0.831 -0.01 0.06 -0.29
C 0.870 1.204 -1.514 -0.02 -0.16 0.14
C -0.243 0.479 -2.272 -0.06 0.02 -0.11
C -1.343 -0.092 -1.396 0.07 -0.03 0.21
N -0.813 -1.297 -0.660 0.14 -0.07 0.09
H 0.595 -2.188 1.981 -0.01 0.02 -0.02
H -0.745 -3.347 2.518 -0.02 -0.01 0.00
H -2.116 -1.423 3.232 -0.01 -0.06 -0.04
H 1.762 1.550 1.275 -0.02 -0.03 -0.02
H 0.701 2.109 2.575 -0.01 0.02 0.01
H -0.123 3.523 0.951 0.05 0.03 -0.04
H -1.110 2.136 0.614 0.00 0.05 0.09
H -0.234 3.041 -1.479 0.04 0.07 0.01
H 1.370 3.144 -0.795 0.08 0.07 -0.03
H 1.657 1.420 -2.239 0.01 -0.02 0.00
H 1.329 0.518 -0.790 0.05 0.04 0.03
H -0.691 1.148 -3.008 -0.03 0.06 0.06
H 0.185 -0.351 -2.846 -0.01 0.04 -0.09
H -1.667 0.615 -0.637 -0.06 0.02 -0.09
H -2.212 -0.419 -1.962 0.05 -0.03 -0.05
H -0.810 -1.163 0.355 -0.04 0.04 -0.01
H 0.163 -1.454 -0.913 -0.01 -0.04 -0.05
H -1.357 -2.158 -0.872 -0.04 0.09 0.04
C -3.677 -5.731 -4.146 -0.01 0.00 0.00
C -4.797 -4.800 -3.706 0.00 0.04 0.02
C -4.299 -3.377 -3.407 0.01 -0.14 -0.01
C -3.356 -3.354 -2.290 -0.04 0.05 0.11
N -2.636 -3.330 -1.395 0.02 0.09 -0.21
H -2.930 -5.855 -3.360 0.00 0.00 0.00
H -4.070 -6.718 -4.385 0.00 -0.01 0.00
H -3.173 -5.350 -5.036 0.00 0.00 0.00
H -5.296 -5.192 -2.818 -0.01 -0.01 -0.01
H -5.555 -4.715 -4.484 0.01 -0.01 -0.02
H -5.123 -2.709 -3.153 -0.01 0.00 0.00
H -3.787 -2.960 -4.277 -0.01 0.01 0.00
C 4.399 2.579 4.014 0.00 -0.01 -0.01
C 5.396 3.275 3.099 0.00 0.03 -0.02
C 4.842 4.574 2.502 -0.02 -0.01 0.02
C 3.675 4.332 1.654 -0.03 0.09 -0.02
N 2.756 4.143 0.992 0.02 -0.09 0.05
H 3.499 2.288 3.467 0.00 0.00 0.00
H 4.831 1.679 4.450 0.00 -0.01 0.00
H 4.093 3.232 4.833 0.01 0.01 0.00
H 5.694 2.610 2.286 0.01 -0.01 0.00
H 6.304 3.527 3.648 -0.01 0.00 0.02
H 5.592 5.088 1.899 0.01 -0.01 0.00
H 4.535 5.260 3.294 0.02 0.00 0.01
```
Forces are in eV/Å.

Summary:
Multiplicity: 1
Charge: +1

(5)
The following is a DFT calculation (ωB97M-V/def2-TZVPD) of CH2ClNS in the gas phase.

The geometry in XYZ format:
```
6
Properties=species:S:1:pos:R:3:forces:R:3
S -2.177 0.000 0.218 -1.33 0.58 0.61
C -0.734 -0.464 -0.105 3.72 3.60 -0.03
N 0.623 0.594 -0.062 -2.92 -3.87 -1.52
Cl 2.075 -0.235 0.182 0.54 -0.44 0.05
H -0.508 -1.362 -0.635 1.05 -0.48 -0.02
H 0.721 1.466 0.402 -1.04 0.62 0.91
```
Forces are in eV/Å.

Summary:
Energy relative to the best compared isomer or geometry (same formula, charge and spin), kcal/mol: 61.92
Multiplicity: 1

(6)
The following is a DFT calculation (ωB97M-V/def2-TZVPD) of a gas-phase ion, C6H11O5 (charge +1).

The geometry in XYZ format:
```
22
Properties=species:S:1:pos:R:3:forces:R:3
C -0.698 1.185 -0.763 0.74 -1.00 0.29
C 0.718 1.173 0.089 -1.75 -0.48 -0.71
C -0.967 -0.131 -1.627 0.15 0.37 2.87
C 0.402 0.419 1.342 2.31 0.55 -1.12
C -0.983 -1.335 -0.724 1.55 0.46 -1.14
C 1.183 -1.480 2.564 0.63 -2.50 -1.85
O 0.070 -1.737 -0.273 -1.33 -0.85 0.06
O -0.732 2.300 -1.565 2.51 1.53 -1.72
O 1.688 0.536 -0.626 1.34 1.38 -0.94
O -2.277 -0.043 -2.076 0.42 -0.21 -0.60
O 1.129 -0.606 1.467 -0.58 3.17 0.64
H -1.549 1.246 -0.051 0.30 0.21 -0.48
H 0.973 2.287 0.154 -0.45 -1.52 0.67
H -0.133 -0.422 -2.260 -0.17 0.76 -1.08
H -0.347 0.779 2.025 -0.33 -0.38 0.64
H -1.960 -1.782 -0.738 -0.64 -0.98 0.85
H 1.478 -2.391 1.988 -0.85 0.06 1.41
H 0.360 -1.443 3.194 -2.23 -0.47 0.48
H 1.947 -1.230 3.208 2.30 0.92 0.90
H 0.191 2.521 -2.031 -2.93 -1.08 1.47
H 1.759 -0.405 -0.491 -0.41 -0.61 0.17
H -2.253 0.560 -2.806 -0.55 0.66 -0.82
```
Forces are in eV/Å.

Summary:
Energy relative to the best compared isomer or geometry (same formula, charge and spin), kcal/mol: 55.43
Multiplicity: 1
Charge: +1

| no. | E_tot (Ha) | HOMO-LUMO gap (eV) |
| --- | --- | --- |
| 1 | -2243.016496 | 9.57 |
| 2 | -1072.963027 | 9.94 |
| 3 | -369.784911 | 11.05 |
| 4 | -981.481179 | 10.91 |
| 5 | -952.329940 | 8.56 |
| 6 | -611.022942 | 8.11 |